No. 1
The following is a DFT calculation (the ωB97M-V functional and the def2-TZVPD basis) of a molecular structure, C16H31HgNP2S in a non-equilibrium geometry.

Each line ends with the Löwdin charge.
CARTESIAN COORDINATES (ANGSTROEM)
H -4.62445 -0.65385 0.36135  0.0318
C 0.79025 0.15766 0.85398  -0.3929
H 0.60076 -2.02153 0.29187  0.0830
C -1.96750 -2.29166 -1.16747  -0.1787
H 0.54421 -0.18930 2.97080  0.1005
C 1.30664 -0.23818 2.16414  -0.4224
P 2.91626 0.55307 2.66202  0.8669
C -0.31921 -1.01391 -3.39998  -0.2339
H 3.22144 1.12122 0.25625  0.0678
H 1.62450 -1.99859 -3.63530  0.1116
C 2.28344 3.15140 3.69110  -0.8036
Hg -0.30142 1.52352 -0.82875  0.8909
H 1.61159 -1.31516 2.16003  0.0677
C -1.02376 -0.22083 -2.34258  -0.4230
H 1.57212 0.24983 0.07668  -0.0397
H -1.79294 3.41321 0.53960  -0.0593
C -0.56100 -2.95332 -1.21733  -0.1955
C -3.78992 -0.04044 0.70397  -0.3201
H -3.14409 -0.72452 -2.12018  0.0704
H 2.77394 -1.14429 4.29780  0.0678
H -4.61138 1.52844 -2.37145  0.0283
C 3.81369 0.72871 1.10834  -0.1606
C 1.38649 -1.37120 -1.60357  -0.1600
H -0.39637 -3.42798 -2.20301  0.1059
C 3.56854 -0.49630 3.92032  -0.1731
C 1.15433 -1.18582 -3.05959  -0.2191
H -1.01690 0.86672 -2.58500  -0.0117
H -0.77429 -2.00951 -3.55404  0.1035
H -0.07736 -0.48085 0.63323  0.0097
H 1.70923 -0.31129 -3.37789  0.0977
H -4.20426 0.70458 1.38776  0.0292
H 3.98794 0.10534 4.72697  0.0620
C -0.71061 3.19911 0.55709  -0.3208
H -3.07286 -0.66913 1.25109  0.0348
H -0.12845 4.12012 0.52167  -0.0629
C -2.10626 -0.82934 -1.64803  -0.4449
H 4.69734 1.37068 1.24580  0.0623
N 2.50965 2.06515 3.21051  -0.0593
H 2.40108 -1.11366 -1.30345  0.0918
C -3.85170 1.95330 -1.70868  -0.2910
H 4.31794 -1.15200 3.47454  0.0651
S 1.93473 4.52879 4.34306  0.7595
H -4.37421 2.62240 -1.00278  0.0418
H -0.39591 -0.52469 -4.39559  0.1087
P -2.93226 0.77588 -0.65217  0.8444
H -0.53371 2.67701 1.48005  -0.0792
H 4.11142 -0.30061 0.83667  0.0731
H -2.55925 -3.01446 -1.74734  0.1037
H -0.55410 -3.81439 -0.51287  0.1166
C 0.48911 -1.99326 -0.80200  -0.1654
H -2.36624 -2.41804 -0.15357  0.0875
H -3.13629 2.50195 -2.33407  0.0336

* ΔE to the lowest compared entry with this formula, charge and spin: 175.8 kcal per mole
* calculated total energy: -52162.0069 eV
* orbital gap: 4.78 eV
* strongest force on any atom: 0.0927 Eh/bohr
* total charge: 0
* LUMO: -0.101 eV

No. 2
The following is a DFT calculation (the ωB97M-V functional and the def2-TZVPD basis) of a molecular structure, C16H31InNO3 in a non-equilibrium geometry.

Each line ends with the Löwdin charge.
CARTESIAN COORDINATES (ANGSTROEM)
H 1.11139 -3.19473 2.72275  0.1487
H -2.11260 -1.30354 -1.76909  0.1473
C 1.29664 1.06137 -2.20667  -0.1728
H 2.62762 2.93907 -0.95918  0.0659
C -0.01344 0.27590 -2.01873  -0.1408
H 0.28849 -4.35286 -0.18184  0.1594
C -1.57174 -3.38207 -0.33555  -0.1194
H 1.06809 2.12213 -2.23088  0.1150
C 3.15878 2.04622 0.92251  -0.1643
H -1.94156 -4.27811 0.18434  0.1741
H 1.67213 -2.60256 0.66740  0.1419
H 1.16782 0.44256 1.98976  0.0431
H -3.22316 2.21904 -0.61055  0.1801
O -4.06750 0.93935 0.68650  0.1571
O -3.00497 1.72903 2.54134  0.3442
C 0.60329 -2.56067 0.83058  -0.1826
H 0.25611 1.67187 2.83857  0.0741
C -0.08174 -3.33901 -0.34771  -0.1079
H -0.41920 0.05311 -2.99748  0.1281
H 3.17404 0.19587 -1.69367  0.1160
In 4.50435 2.94905 -2.51986  1.2127
C -1.06202 1.08361 -1.21824  -0.0646
C 2.41281 0.77927 -1.18657  -0.1676
H 0.16991 -0.67960 -1.53723  0.0895
H -1.92452 -3.47451 -1.35605  0.1317
H 1.08684 2.57772 0.68564  0.0851
O -1.91885 0.51197 0.98370  0.1034
C 3.11699 2.03126 -0.59479  -0.3748
H -3.34638 -2.54076 0.51024  0.1377
H 4.16948 2.07177 -0.93769  -0.1153
C 1.78055 2.44826 1.51521  -0.2192
H 0.33075 -3.02645 -1.29878  0.1234
H 3.37835 1.04434 1.27089  0.1179
H 0.25117 -1.51598 0.81499  0.1211
C 1.24739 1.41308 2.48550  -0.0883
C -2.34971 -2.18728 0.28385  -0.0657
H -0.37392 -2.55605 2.65238  0.1307
H -1.63784 1.64547 -1.94680  0.1460
C -3.00363 1.14564 1.56069  -0.4603
H 1.65589 0.79405 -3.19497  0.1205
H 2.05691 0.19643 -0.34366  0.0982
H 1.85426 3.40440 2.01652  0.1229
N 0.30163 -3.09126 2.11288  0.2158
H -1.95250 -1.83672 1.22431  0.1038
C -2.07212 0.31927 -0.37528  -0.3033
H 1.92056 1.28791 3.32428  0.0932
H 3.89716 2.74770 1.28691  0.1262
C -2.53818 -1.06973 -0.79833  -0.0101
H -0.58090 1.79316 -0.55472  0.1261
H -4.19674 0.95921 -1.38881  0.1713
C -3.55164 1.17562 -0.54884  0.0321
H -3.61455 -1.08278 -0.95974  0.1526

* calculated total energy: -29865.0981 eV
* orbital gap: 3.26 eV
* strongest force on any atom: 0.0633 Eh/bohr
* total charge: +3
* LUMO: -15.687 eV

No. 3
The following is a DFT calculation (the ωB97M-V functional and the def2-TZVPD basis) of a molecular structure, C16H31MgO12S2 in a non-equilibrium geometry.

Each line ends with the Löwdin charge.
CARTESIAN COORDINATES (ANGSTROEM)
C 16.97175 14.65722 -25.69546  -0.1668
C 24.09922 19.57387 -18.26092  -0.2299
C 20.82620 12.88161 -18.36239  -0.3089
H 27.26090 13.30097 -22.63914  0.1540
H 18.49431 16.23083 -27.40860  0.0783
H 19.83979 21.98660 -26.27160  0.0527
H 29.13776 15.62535 -22.73484  0.0782
H 21.38112 18.07135 -23.46069  -0.0461
H 19.39524 14.82250 -27.28679  0.0840
H 25.01692 19.51031 -17.67621  0.0563
C 19.10933 11.67321 -19.21074  -0.6176
H 17.39765 15.51367 -25.17277  0.1316
H 17.30392 13.73931 -25.21048  0.1318
C 17.29431 14.41168 -27.17833  -0.2987
C 22.71140 21.03137 -16.20580  -0.2380
C 28.95205 14.62458 -22.34487  0.0076
C 22.35666 13.06499 -18.63843  -0.0107
H 19.20339 20.39652 -26.69966  0.0561
C 26.91821 15.08945 -23.83624  -0.1125
O 18.44927 10.76462 -19.45229  0.2264
H 28.56536 14.70250 -21.32875  0.0757
S 17.38781 21.83963 -25.98176  0.8574
H 18.90134 21.77457 -27.78603  0.0498
C 19.00658 21.46763 -26.74545  -0.2561
C 19.91794 13.78863 -19.26052  -0.0808
H 24.00481 18.69599 -18.90006  0.0415
O 15.64147 14.95595 -25.62849  0.0387
H 16.56776 20.64697 -27.97362  0.0595
H 22.98575 12.53939 -17.92005  0.0772
C 27.77214 14.06351 -23.22672  -0.3694
O 18.71135 12.97511 -19.33251  0.0609
H 21.93979 21.11138 -15.44009  0.0495
Mg 19.35476 20.71902 -21.08437  1.3171
O 26.89708 14.75443 -25.20328  0.0898
H 29.80293 13.94754 -22.26932  0.0896
O 17.61217 21.35017 -24.52936  -0.6443
O 20.35608 11.67137 -18.79940  0.0918
H 27.39191 16.06849 -23.76419  0.1315
H 22.83437 12.87967 -19.60049  0.0838
H 23.55586 20.78077 -15.56378  0.0449
O 16.05654 14.77373 -27.86888  0.0494
C 27.70554 13.74593 -25.46730  -0.4841
H 18.52733 15.03682 -28.81903  0.0895
H 20.29434 14.12765 -20.22566  0.1300
H 22.86177 21.94654 -16.77847  0.0557
H 15.35294 21.00403 -26.87737  0.0501
S 22.55192 19.46323 -17.21396  0.8424
O 27.85468 13.22310 -26.59006  0.1187
H 24.06882 20.45417 -18.90298  0.0513
O 21.37889 19.53237 -18.16088  -0.6365
O 13.90699 15.18567 -27.14307  0.1977
H 17.44381 13.34022 -27.31143  0.1473
H 20.54449 13.04901 -17.32281  0.1572
O 28.37037 13.47606 -24.30063  0.0811
H 22.54559 14.11729 -18.42612  0.0711
C 15.03427 14.98044 -26.90689  -0.4575
C 16.38342 20.64945 -26.89932  -0.2627
O 20.79224 18.64477 -22.93256  -0.3335
C 18.47652 15.19306 -27.74148  -0.0252
H 19.85123 14.66411 -18.61462  0.1206
H 16.51030 19.62804 -26.54052  0.0621
H 25.92532 15.14138 -23.38950  0.1397

* calculated total energy: -68764.9391 eV
* orbital gap: 3.70 eV
* strongest force on any atom: 0.0933 Eh/bohr
* total charge: +1
* LUMO: -8.070 eV

No. 4
The following is a DFT calculation (the ωB97M-V functional and the def2-TZVPD basis) of a molecular structure, C16H31NOsP2Se in a non-equilibrium geometry.

Each line ends with the Löwdin spin population.
CARTESIAN COORDINATES (ANGSTROEM)
Se -0.50241 -3.24355 2.51542  0.7209
H -3.83915 4.14720 -5.35263  -0.0003
C -1.86983 3.75968 -6.21346  0.0433
C -1.32540 2.70008 -1.82655  0.0334
H 2.02260 1.60034 -2.16969  0.0086
H -2.26271 5.22254 -3.59016  -0.0002
H 1.21656 0.10028 -3.79848  0.0030
C -0.83120 -0.16916 -3.18817  0.0275
H -2.83603 2.25348 -0.35660  0.0044
N -0.01813 -0.93142 0.77653  0.1697
H -2.49565 -0.06752 -0.05537  0.0032
C 0.40648 0.73431 -3.42014  0.0362
H 0.18806 1.45069 -4.22159  0.0175
H 2.15980 2.13101 0.40911  0.0236
H -1.42533 2.63615 -2.92724  0.0233
C -3.06111 0.58155 -5.89463  0.0147
P -0.69304 3.73166 -4.76477  0.4020
H -0.55671 5.60068 -3.21764  0.0004
H -0.60521 -1.13947 -3.65445  0.0020
H -3.76365 0.77142 -6.71816  0.0035
H -2.03556 0.57262 -6.28620  -0.0003
C -1.94734 0.39316 -0.88672  0.0134
C -0.21577 -1.87162 1.48297  0.0989
C 0.92779 1.46584 -2.20474  0.0337
H 2.37594 0.38651 0.79011  0.0089
C 0.11254 2.40914 -1.46195  0.0402
Os 0.16025 0.57000 -0.47820  1.6597
C -5.09287 1.81714 -4.47362  0.0328
H -1.25733 6.09682 -4.79100  0.0115
H -5.53354 1.68839 -5.47434  0.0069
H 1.09374 3.55699 -6.38176  -0.0005
H -1.54758 3.73574 -1.54080  0.0005
C -2.41821 1.78063 -1.25447  0.0251
H -3.24642 1.73712 -1.98067  0.0078
H 1.20812 1.34384 1.71380  0.0152
H -1.87616 4.78435 -6.60806  0.0140
H -5.46964 2.74871 -4.02759  -0.0002
C -3.27212 3.32846 -5.81823  0.0118
H -1.67952 0.23384 -3.75581  0.0101
H -1.44189 3.10455 -6.98502  -0.0004
H -5.37675 0.96674 -3.83671  0.0003
H -1.27766 -1.54983 -1.53832  0.0029
P -3.26329 1.89742 -4.60486  0.1709
H -3.28464 -0.39569 -5.44779  0.0001
C 1.64204 1.20917 0.70636  0.0886
H 0.63718 3.20666 -0.91155  0.0090
H 0.59288 5.26843 -6.13359  0.0170
C -1.23403 -0.47239 -1.75937  0.0607
H -3.83342 3.00035 -6.70311  0.0064
C 0.79861 4.30942 -5.63616  0.0723
H 1.60636 4.43275 -4.89970  0.0007
C -1.25450 5.31853 -4.01535  0.0448

* spin multiplicity: 5
* ΔE to the lowest compared entry with this formula, charge and spin: 7.7 kcal per mole
* calculated total energy: -104955.3791 eV
* orbital gap (alpha / beta): 8.62 / 5.28 eV
* strongest force on any atom: 0.0949 Eh/bohr
* total charge: +2
* expectation value of S²: 6.04
* LUMO (alpha / beta): -6.071 / -9.396 eV